Record 1
15
Properties=species:S:1:pos:R:3 method="wB97M-V/def2-TZVPD" homo_lumo_gap_ev=9.2 relative_energy_kcal_mol=199.7 e_lumo_ev=-0.30 e_homo_ev=-9.50
C -0.610 0.932 -2.984
N -0.523 0.691 -1.637
N 0.582 1.073 -0.873
C 0.666 0.491 0.211
C -0.431 -0.498 0.724
C -0.182 -1.997 0.089
C -0.154 -0.294 2.127
N 0.757 0.015 3.147
H -1.631 0.770 -3.091
H 0.121 1.021 -3.865
H 1.418 0.851 0.782
H -1.547 -0.083 0.754
H -0.330 -2.835 0.985
H 1.109 -1.958 0.018
H -0.583 -2.022 -1.038

---

Record 2
15
Properties=species:S:1:pos:R:3 method="wB97M-V/def2-TZVPD" homo_lumo_gap_ev=8.7 relative_energy_kcal_mol=164.1 e_lumo_ev=0.63 e_homo_ev=-8.05
C -1.465 -1.095 0.162
C -0.932 1.216 0.031
C 0.233 0.659 0.030
C 1.739 0.878 0.025
C 0.005 -0.774 -0.093
H -2.087 -2.356 -0.285
H -1.736 -1.279 1.231
H -2.394 0.002 -1.325
H -1.614 2.094 -0.009
H 1.979 1.380 1.078
H 1.869 1.589 -0.954
H 2.938 -0.741 0.479
N -2.032 0.197 -0.088
N 2.302 -0.403 -0.148
N 1.194 -1.368 -0.136

---

Record 3
15
Properties=species:S:1:pos:R:3 method="wB97M-V/def2-TZVPD" homo_lumo_gap_ev=9.0 relative_energy_kcal_mol=65.8 e_lumo_ev=0.06 e_homo_ev=-8.95
H 0.240 1.461 -3.325
N 0.079 1.622 -2.400
C 0.128 0.421 -1.831
N 0.082 0.097 -0.513
C 0.098 1.214 0.456
C 0.070 -1.120 0.086
C -0.347 -1.624 1.270
C -0.434 -0.996 2.485
N -0.420 -0.530 3.578
H 0.350 -0.518 -2.470
H 0.540 2.155 0.040
H -0.846 1.490 0.945
H 0.892 0.860 1.184
H 0.142 -1.863 -0.743
H -0.573 -2.668 1.240